A cluster of 3 separate species, C25H56O9 in total. Source: OMol25; level of theory: ωB97M-V/def2-TZVPD.

Geometry as ORCA input:
```
! wB97M-V def2-TZVPD RIJCOSX def2/J DEFGRID3
* xyz 0 1
C -1.04752 -2.45648 2.49120
O -0.67245 -3.15056 1.31506
C -0.50394 -2.34067 0.17395
C -0.48814 -3.21774 -1.06451
C 0.65709 -4.25003 -1.06887
C 1.80471 -3.87092 -2.01317
C 3.14627 -4.53537 -1.70318
C 3.67660 -4.33978 -0.27744
C 3.54693 -2.91587 0.26196
C 4.55814 -1.91451 -0.32998
C 3.93853 -1.11196 -1.46179
O 4.74954 -0.01028 -1.80316
C 4.39069 0.56997 -3.02557
C 3.00331 1.26169 -3.03347
O 2.56557 1.58458 -1.73655
C 1.24221 1.19535 -1.46211
H -1.62017 -3.14981 3.10559
H -1.64885 -1.57652 2.25798
H -0.15578 -2.17075 3.05499
H -1.31854 -1.60911 0.10715
H 0.44423 -1.78419 0.23496
H -1.45980 -3.70885 -1.15446
H -0.39284 -2.55282 -1.92770
H 1.03359 -4.37232 -0.05342
H 0.24399 -5.21172 -1.37724
H 1.52438 -4.16203 -3.03098
H 1.90760 -2.78160 -2.04284
H 3.88815 -4.14328 -2.40489
H 3.05572 -5.60674 -1.89659
H 3.20401 -5.03713 0.41762
H 4.73884 -4.60309 -0.28183
H 3.66633 -2.94844 1.34708
H 2.54032 -2.53291 0.08378
H 5.44252 -2.44110 -0.69454
H 4.88020 -1.20731 0.43684
H 3.79131 -1.75316 -2.34192
H 2.95582 -0.75324 -1.13534
H 4.38225 -0.19477 -3.81203
H 5.17149 1.28934 -3.26542
H 3.08296 2.18532 -3.61489
H 2.27578 0.61504 -3.53240
H 1.16169 0.10796 -1.33345
H 0.95290 1.67486 -0.53236
H 0.54155 1.48945 -2.24919
C -2.23824 3.25843 7.70127
O -1.68216 3.33543 6.40925
C -0.54272 4.17146 6.31915
C 0.47574 3.63081 5.34264
O 1.18121 2.49052 5.79793
C 0.53581 1.23125 5.76128
C 0.45680 0.59959 4.39078
O -0.49633 1.25786 3.57271
C -0.13773 1.34209 2.21211
H -2.75117 4.18708 7.97640
H -2.96337 2.44622 7.69610
H -1.47224 3.03943 8.45329
H -0.07013 4.28546 7.30125
H -0.85284 5.16646 5.97206
H 1.24263 4.40105 5.23003
H 0.02471 3.46336 4.36251
H -0.45175 1.26838 6.22633
H 1.16847 0.58178 6.37135
H 0.15756 -0.44850 4.51632
H 1.44729 0.62329 3.92277
H 0.90697 1.64919 2.09494
H -0.77379 2.09923 1.75350
H -0.29310 0.39078 1.69031
C -3.94083 4.34231 -4.49059
O -3.86596 2.94185 -4.62693
C -2.58802 2.46506 -5.00207
C -2.26695 1.14107 -4.34831
O -1.97642 1.21902 -2.96345
C -3.03840 1.43597 -2.05020
C -3.94259 0.24464 -1.83462
O -4.78790 0.01822 -2.94569
C -5.08573 -1.33955 -3.17587
H -3.90846 4.84508 -5.46374
H -4.88974 4.57192 -4.00888
H -3.12776 4.72663 -3.86469
H -1.81162 3.19193 -4.73667
H -2.56208 2.32112 -6.09083
H -1.33882 0.78413 -4.80250
H -3.04388 0.40281 -4.55654
H -3.61720 2.32536 -2.30710
H -2.54073 1.62675 -1.09565
H -4.55779 0.44291 -0.94616
H -3.32733 -0.64036 -1.63219
H -4.18075 -1.95681 -3.15174
H -5.53061 -1.41249 -4.16698
H -5.79924 -1.72671 -2.43973
*
```

## Properties
- E_HOMO: -9.18 eV
- SMILES: COCCCCCCCCCOCCOC.COCCOCCOC.COCCOCCOC
- LUMO level: 0.72 eV